(1)
The following is a DFT calculation (the ωB97M-V functional and the def2-TZVPD basis) of C7H6ClNO2S in the gas phase.

```
! wB97M-V def2-TZVPD RIJCOSX def2/J DEFGRID3
* xyz 0 1
C 0.517 -0.477 -0.729
Cl -1.074 -2.368 -2.616
H 1.247 1.254 1.995
H -0.830 0.477 2.173
C 1.177 -0.216 0.492
C -1.787 -0.906 -1.880
S 1.365 -0.801 -2.156
H 2.276 -0.940 2.029
H -1.143 2.063 1.299
C -0.674 1.122 1.178
N 1.920 -1.099 1.075
H -2.523 0.331 0.385
H 1.299 1.874 0.470
C -0.934 -0.274 -0.859
C -1.497 0.363 0.197
O -2.842 -0.518 -2.253
C 0.783 1.193 1.063
O 2.718 -1.077 -1.861
*
```

The energy relative to the best compared isomer or geometry (same formula, charge and spin) is 0.906 eV. The value obtained for the electronic energy is -1333.85208 Eh. Its maximum force is 4.93 eV Å⁻¹. The gap between HOMO and LUMO (alpha / beta) comes out at 7.8 / 7.8 eV.

These are the natural (NBO) partial charges, in e, on atoms 1 to 2:
1 C -0.410
2 Cl -0.069


(2)
The following is a DFT calculation (the ωB97M-V functional and the def2-TZVPD basis) of a molecular structure, C17H21FINO2Se2Sn.

```
! wB97M-V def2-TZVPD RIJCOSX def2/J DEFGRID3
* xyz 0 1
H 5.360 0.626 -0.948
C -2.630 3.618 -0.012
C -2.351 1.390 0.775
H -0.950 0.102 -2.646
H 0.073 2.215 -1.424
H -5.604 -4.676 -2.011
H -2.383 -4.418 1.735
H -2.686 0.571 1.403
N 0.013 -0.211 -2.570
H -1.205 4.341 -1.431
F -3.308 4.785 0.004
H 0.599 0.415 -3.109
C 1.982 1.623 2.887
H 3.176 -0.125 2.359
Se 3.377 1.411 0.352
H -4.040 -2.743 -1.816
H 4.102 1.337 2.719
H -3.904 -6.377 1.534
H 1.139 -0.319 5.101
H 5.073 -0.472 0.418
O -1.673 -1.983 1.137
H 1.527 -1.422 3.742
H 0.056 -1.138 -2.982
C -4.025 -3.544 -1.090
I -6.120 -7.285 -0.426
H 2.186 1.843 3.934
C -3.120 -3.478 -0.036
H 1.750 2.565 2.389
H -0.133 -1.330 4.362
C -2.122 -2.365 0.027
C 0.778 -0.766 4.179
Sn 0.015 -0.653 0.005
Se 0.282 0.633 2.917
C -3.936 -5.579 0.804
C -1.515 3.506 -0.816
C 5.117 0.570 0.110
C -4.829 -5.629 -0.252
C -1.216 1.221 -0.022
H 5.867 1.106 0.686
H -3.947 2.708 1.401
C 3.191 0.960 2.253
O -1.724 -1.863 -1.065
C -3.067 2.578 0.783
C -0.820 2.303 -0.811
C -3.085 -4.489 0.915
C -4.893 -4.619 -1.199
*
```

The value obtained for the electronic energy is -6280.37154 Eh. Its maximum force is 0.41 eV Å⁻¹. The gap between HOMO and LUMO comes out at 8.0 eV.

These are the natural (NBO) partial charges, in e, on atoms 1 to 2:
1 H 0.231
2 C 0.394